ORCA calculation (ωB97M-V/def2-TZVPD) on a 11-piece molecular cluster, C19H60O19 overall.

Each atom is followed by the atoms it is bonded to, with distances in Å.
Positions of all 98 atoms, in Å:
1 O -1.82821 11.86766 -23.81205  H2 0.972, H3 0.966
2 H -1.85759 11.54056 -22.89751  O1 0.972
3 H -1.24949 11.25140 -24.28035  O1 0.966
4 O -0.36161 13.87322 -26.74349  H5 0.971, H6 0.965
5 H -1.15141 14.29411 -26.36722  O4 0.971
6 H -0.41527 12.95120 -26.46455  O4 0.965
7 C 1.93176 18.84607 -27.50549  C8 1.510, O10 1.441, H11 1.099, H12 1.102
8 C 1.12062 17.67517 -28.00812  C7 1.510, O9 1.442, H13 1.102, H14 1.097
9 O 0.40393 17.93174 -29.23288  C8 1.442, H15 0.967
10 O 1.01593 19.85972 -27.04604  C7 1.441, H16 0.964
11 H 2.59776 19.18744 -28.31075  C7 1.099
12 H 2.58608 18.51246 -26.68382  C7 1.102
13 H 0.42574 17.33016 -27.22530  C8 1.102
14 H 1.81693 16.86142 -28.24471  C8 1.097
15 H -0.32465 18.54388 -29.06045  O9 0.967
16 H 1.48416 20.69357 -26.92718  O10 0.964
17 C -3.05846 10.58252 -19.71729  C18 1.496, O20 1.405, H21 1.085, H22 1.097
18 C -2.23884 11.80240 -19.43652  C17 1.496, O19 1.412, H23 1.093, H24 1.093
19 O -2.11039 12.44172 -20.68850  C18 1.412, H25 0.981
20 O -4.23095 10.95766 -20.39369  C17 1.405, H26 0.967
21 H -3.40950 10.05874 -18.83481  C17 1.085
22 H -2.47917 9.89893 -20.35018  C17 1.097
23 H -1.23483 11.51269 -19.11451  C18 1.093
24 H -2.77480 12.41013 -18.70301  C18 1.093
25 H -1.48703 13.19018 -20.56789  O19 0.981
26 H -3.99103 11.64379 -21.03128  O20 0.967
27 C -5.35861 14.47102 -22.48239  C28 1.514, O30 1.452, H31 1.102, H32 1.092
28 C -5.03539 13.49185 -23.59067  C27 1.514, O29 1.439, H33 1.095, H34 1.091
29 O -3.92290 13.97511 -24.36525  C28 1.439, H35 0.966
30 O -6.17381 15.57713 -22.95095  C27 1.452, H36 0.962
31 H -4.42202 14.90735 -22.09974  C27 1.102
32 H -5.82964 13.98731 -21.62399  C27 1.092
33 H -5.90008 13.50260 -24.26303  C28 1.095
34 H -4.82876 12.51150 -23.15808  C28 1.091
35 H -3.25130 13.28149 -24.35576  O29 0.966
36 H -5.58926 16.16735 -23.43635  O30 0.962
37 C -3.90428 17.74711 -20.08548  C38 1.507, O40 1.463, H41 1.093, H42 1.083
38 C -4.05796 18.72605 -21.22127  C37 1.507, O39 1.433, H43 1.092, H44 1.092
39 O -2.82401 19.17526 -21.79581  C38 1.433, H45 0.966
40 O -3.30254 18.37978 -18.91152  C37 1.463, H46 0.960
41 H -3.23903 16.92092 -20.34869  C37 1.093
42 H -4.85679 17.39060 -19.71457  C37 1.083
43 H -4.59992 19.60708 -20.87136  C38 1.092
44 H -4.64253 18.31791 -22.04828  C38 1.092
45 H -2.13255 19.11153 -21.12382  O39 0.966
46 H -2.41306 18.65729 -19.14085  O40 0.960
47 C 0.71251 18.20535 -19.46311  C48 1.515, O50 1.435, H51 1.114, H52 1.099
48 C 2.04062 18.86703 -19.15949  C47 1.515, O49 1.463, H53 1.089, H54 1.099
49 O 2.10804 20.26144 -19.59586  C48 1.463, H55 0.972
50 O -0.44204 19.03547 -19.26692  C47 1.435, H56 0.978
51 H 0.77236 17.34619 -18.75608  C47 1.114
52 H 0.63059 17.69498 -20.43246  C47 1.099
53 H 2.89057 18.28850 -19.51912  C48 1.089
54 H 2.09907 19.00505 -18.07027  C48 1.099
55 H 1.94828 20.28945 -20.55457  O49 0.972
56 H -0.14877 19.78504 -18.71215  O50 0.978
57 C -2.98682 20.56952 -24.95204  C58 1.498, O60 1.449, H61 1.102, H62 1.107
58 C -3.69342 19.33724 -25.42731  C57 1.498, O59 1.389, H63 1.108, H64 1.101
59 O -4.98801 19.60696 -25.85129  C58 1.389, H65 0.970
60 O -3.60111 21.14011 -23.76983  C57 1.449, H66 0.976
61 H -2.96541 21.31689 -25.76138  C57 1.102
62 H -1.90417 20.46669 -24.74403  C57 1.107
63 H -3.72785 18.58468 -24.61445  C58 1.108
64 H -3.05209 18.79139 -26.13695  C58 1.101
65 H -5.22913 20.43009 -25.39908  O59 0.970
66 H -3.37638 20.55306 -23.02312  O60 0.976
67 C 3.58934 14.68786 -24.68363  C68 1.515, O70 1.416, H71 1.098, H72 1.099
68 C 2.89695 15.51869 -25.74410  C67 1.515, O69 1.407, H73 1.093, H74 1.097
69 O 2.43264 14.72392 -26.80767  C68 1.407, H75 0.977
70 O 2.59877 14.04590 -23.90209  C67 1.416, H76 0.964
71 H 4.30428 15.25480 -24.07373  C67 1.098
72 H 4.21161 13.92307 -25.16963  C67 1.099
73 H 3.62957 16.22571 -26.14067  C68 1.093
74 H 2.10387 16.07273 -25.22686  C68 1.097
75 H 1.48877 14.52744 -26.65228  O69 0.977
76 H 3.07118 13.42617 -23.33446  O70 0.964
77 C 1.36842 13.72503 -19.71664  C78 1.533, O80 1.454, H81 1.102, H82 1.088
78 C 2.37126 14.86557 -19.50637  C77 1.533, O79 1.398, H83 1.091, H84 1.094
79 O 2.74148 15.44408 -20.72426  C78 1.398, H85 0.986
80 O -0.00948 14.18894 -19.73031  C77 1.454, H86 0.963
81 H 1.43893 12.95516 -18.93140  C77 1.102
82 H 1.54728 13.20316 -20.65453  C77 1.088
83 H 3.23454 14.43031 -19.00006  C78 1.091
84 H 1.89623 15.60780 -18.85836  C78 1.094
85 H 1.94086 15.62393 -21.27017  O79 0.986
86 H -0.26298 14.41978 -18.83035  O80 0.963
87 C -0.69805 16.55453 -24.59738  C88 1.529, H91 1.092, H92 1.090, H93 1.096
88 C -0.49005 16.45244 -23.08584  C87 1.529, C89 1.532, O90 1.468, H94 1.097
89 C -1.48033 15.48405 -22.43050  C88 1.532, H95 1.091, H96 1.090, H97 1.091
90 O 0.89055 16.04937 -22.79157  C88 1.468, H98 0.978
91 H -0.09662 17.35667 -25.03144  C87 1.092
92 H -1.76071 16.68327 -24.80180  C87 1.090
93 H -0.38495 15.62232 -25.08082  C87 1.096
94 H -0.59485 17.42889 -22.59766  C88 1.097
95 H -1.25893 15.50421 -21.36220  C89 1.091
96 H -1.44629 14.45914 -22.79923  C89 1.090
97 H -2.48272 15.88106 -22.59784  C89 1.091
98 H 1.12429 15.32617 -23.40744  O90 0.978

- LUMO: -0.110 eV
- Spin multiplicity: 1
- Calculated total energy: -2189.336969 Eh
- Kohn-Sham gap: 9.8 eV
- ΔE to the lowest compared entry with this formula, charge and spin: 0.0 kJ/mol
- SMILES: CC(C)O.OCCO.OCCO.OCCO.OCCO.OCCO.OCCO.OCCO.OCCO.O.O